Entry 1:
# C34H57IrN3O2SSi

A molecular structure, C34H57IrN3O2SSi at a distorted geometry (ωB97M-V/def2-TZVPD, the Open Molecules 2025 dataset).

Each line ends with the Löwdin charge.
Cartesian coordinates (Å):
C: -3.152 0.661 -2.618  -0.04
H: 0.991 -1.801 -4.557  0.09
H: -3.050 -1.290 1.394  0.08
H: 1.140 1.864 -4.834  0.01
H: -1.885 -4.306 0.586  0.12
H: -3.915 0.587 -1.830  0.08
N: -1.594 2.001 -0.517  -0.08
C: -2.896 2.785 -3.949  -0.06
H: 1.851 -3.038 -5.944  0.08
C: 0.215 1.969 2.215  -0.88
H: 2.925 -3.900 -1.090  0.06
C: 3.477 -3.770 -2.026  -0.06
C: -0.803 -0.096 3.329  -0.03
C: -1.074 4.814 -0.635  -0.03
H: 2.276 -3.720 1.489  0.11
C: -1.921 4.769 -2.991  -0.04
H: -0.289 4.241 -0.118  0.05
C: -2.634 -1.751 0.485  -0.03
C: -3.766 2.634 0.391  0.00
H: -2.669 -1.001 -0.316  0.06
C: 1.131 -1.931 1.210  -0.22
C: -2.427 1.953 0.562  -0.31
C: -0.148 -1.386 0.934  -0.21
H: 0.072 -0.086 -2.510  0.03
H: 3.851 -2.259 -3.506  0.12
H: 3.498 0.147 -3.374  -0.01
C: 0.220 -4.171 1.012  -0.07
C: 2.279 -1.032 1.538  -0.03
H: 3.962 1.875 -3.507  0.04
H: -1.024 0.522 4.204  0.08
H: -0.076 2.710 -3.792  0.02
C: -1.652 4.087 -1.804  -0.22
N: -0.308 0.016 0.954  -0.02
H: 4.108 1.043 -1.932  0.05
H: -0.832 -4.473 -3.625  0.10
H: -3.409 2.283 -4.780  0.11
H: -3.602 0.302 -3.552  0.07
H: 1.729 4.169 -1.801  0.04
H: -0.358 -0.085 -6.638  0.13
C: 1.976 -0.912 -5.951  -0.14
H: 2.887 -0.865 -5.334  0.12
H: 2.231 -0.664 2.577  0.09
H: -2.636 -0.667 -5.504  0.10
C: 3.111 -2.486 -2.735  -0.21
C: 1.778 -2.220 -6.662  -0.04
H: -4.345 2.246 -0.457  0.08
H: -3.652 3.716 0.248  0.09
C: -0.788 0.792 2.106  -0.54
C: 0.041 -3.955 -4.035  -0.05
H: -0.635 5.767 -0.957  0.09
H: -1.627 -2.063 -5.894  0.09
C: 0.905 0.208 -1.831  -0.48
H: -2.902 1.259 2.488  0.13
H: -4.362 2.490 1.295  0.09
O: 1.828 -2.454 -3.422  -0.23
C: -2.518 4.122 -4.071  -0.08
H: -1.853 5.033 0.113  0.09
H: -2.334 -0.023 -2.357  0.05
H: 3.147 -1.664 -2.015  0.09
H: -0.619 0.732 -5.050  0.09
H: 1.196 -3.999 -2.204  0.11
C: -2.115 1.324 1.739  0.00
C: 3.510 1.115 -2.852  -0.17
H: 3.327 3.408 -1.553  0.05
H: 3.369 -4.658 -2.660  0.10
H: 0.368 -5.256 1.047  0.11
H: 1.500 3.481 -4.144  0.05
H: 2.039 3.203 -0.318  -0.01
C: -0.554 -0.227 -5.565  -0.03
H: -2.722 4.671 -4.995  0.11
H: -3.299 -2.580 0.200  0.09
H: -1.568 -0.874 3.240  0.09
H: 4.534 -3.707 -1.745  0.10
H: 2.298 -0.147 0.880  0.05
H: 1.920 -0.025 -6.588  0.13
Ir: 0.298 1.287 -0.471  1.37
C: 0.749 -3.277 -2.898  -0.22
H: 0.690 -4.715 -4.486  0.10
H: 1.505 -0.653 -1.530  0.00
C: 2.246 3.294 -1.399  -0.18
C: -1.035 -3.638 0.751  -0.06
C: 1.004 2.511 -3.952  -0.16
C: -1.249 -2.266 0.717  -0.21
N: 0.701 2.305 1.066  -0.12
C: 1.295 -3.311 1.250  -0.06
O: 0.835 -0.883 -4.974  -0.13
H: 2.537 -2.375 -7.419  0.10
H: 0.083 -2.612 -2.326  0.12
H: 0.786 -2.257 -7.141  0.10
C: -1.965 2.710 -1.708  -0.23
H: -1.706 -1.428 -4.207  0.08
H: -0.310 -3.273 -4.818  0.04
C: -2.661 2.074 -2.770  -0.22
Si: 1.769 1.763 -2.395  0.34
H: 3.235 -1.565 1.421  0.09
S: 0.707 2.754 3.620  0.69
H: -1.679 5.836 -3.047  0.12
H: 0.170 -0.577 3.503  0.09
C: -1.681 -1.161 -5.272  -0.07

Force components x, y, z for each atom (eV/Å):
-0.02 -0.21 -0.09
-0.46 0.85 0.71
0.12 -0.07 -0.31
-0.04 0.31 0.24
0.28 0.22 0.05
0.24 -0.05 -0.17
-0.73 0.59 -0.03
-0.04 0.02 -0.03
0.03 0.00 -0.11
1.05 0.54 0.90
-0.02 -0.07 -0.19
0.13 -0.25 0.05
-0.15 0.14 0.77
0.42 0.26 0.39
-0.17 0.09 -0.04
-0.14 0.01 -0.10
-0.31 0.15 -0.16
-0.50 0.06 -0.11
-0.33 -0.10 0.37
0.06 -0.06 0.28
-0.54 0.31 -0.06
-0.06 0.13 -0.61
-0.27 -1.22 0.47
0.80 0.12 -0.14
-0.11 -0.06 -0.03
0.08 0.31 0.17
0.42 -0.01 0.06
0.59 0.25 -0.01
0.08 -0.23 0.17
0.00 -0.14 -0.06
0.47 -0.04 -0.22
-0.04 -0.55 -0.22
0.25 -0.11 -0.85
-0.04 -0.11 -0.30
0.02 0.07 -0.16
0.16 0.22 0.35
0.03 0.14 0.24
-0.03 -0.12 0.13
0.13 -0.16 0.47
-0.40 0.01 0.38
-0.39 -0.01 -0.25
-0.02 -0.05 -0.37
0.31 0.03 0.03
0.04 0.34 -0.11
0.08 -0.15 -0.50
0.24 0.08 0.14
0.07 -0.26 -0.04
0.67 -1.25 0.30
-0.14 -0.67 -0.04
-0.17 -0.17 0.12
-0.04 0.19 0.22
0.56 -4.15 -3.10
0.19 0.00 -0.08
0.04 0.02 -0.10
0.01 -1.24 0.29
-0.02 0.09 0.00
0.23 -0.03 -0.17
-0.13 0.10 0.10
-0.11 -0.03 -0.07
0.26 -0.25 0.10
-0.51 0.11 -0.19
-0.73 0.51 -0.11
-0.32 0.18 -0.07
-0.22 -0.02 0.02
-0.05 0.16 0.11
-0.09 0.43 0.01
-0.22 -0.43 0.00
0.49 0.59 -0.63
1.09 -0.92 0.38
0.09 -0.23 0.34
0.19 0.25 0.11
0.08 0.11 -0.01
-0.14 0.06 -0.10
0.05 -0.21 0.25
-0.12 -0.15 0.25
-2.97 2.59 4.03
0.68 0.58 0.70
-0.13 0.18 -0.03
-0.13 -0.25 -0.43
-0.18 0.07 1.21
-0.02 -0.29 -0.06
-0.30 -0.09 0.02
0.65 0.66 0.01
-0.80 0.78 1.01
-0.32 -0.40 -0.21
-0.60 1.80 -1.70
0.11 -0.03 -0.20
0.08 -0.20 -0.02
0.39 0.02 0.08
-0.42 0.45 -0.36
-0.03 0.03 -0.28
0.10 -0.22 0.26
0.54 0.19 0.38
2.40 0.54 -3.15
-0.31 0.17 0.09
-0.40 -0.38 -0.17
-0.07 -0.43 -0.05
-0.30 0.23 -0.12
-0.20 -0.28 -0.03

Values from the calculation:
Kohn-Sham gap (alpha / beta) (eV): 6.505 / 5.093
Net charge: +1
E_LUMO (alpha / beta) (eV): -2.83 / -4.29
HOMO energy (alpha / beta) (eV): -9.34 / -9.38
Spin multiplicity: 5
Energy (eV): -66286.457
Largest force on an atom (eV Å⁻¹): 5.639
ΔE to the lowest compared entry with this formula, charge and spin (eV): 3.447

***

Entry 2:
# C13H18N4O3

C13H18N4O3 in the gas phase at a distorted geometry (ωB97M-V/def2-TZVPD, the Open Molecules 2025 dataset).

Each line ends with the Löwdin charge.
Cartesian coordinates (Å):
N: 4.128 0.773 0.851  0.15
C: -2.083 0.515 0.233  -0.20
H: -1.363 -1.380 -0.521  0.11
C: -1.710 -0.421 -0.913  -0.16
H: -3.340 0.548 1.985  0.13
H: 2.642 3.159 1.491  0.09
C: 2.515 3.158 0.409  0.00
C: -0.628 0.165 -1.818  -0.12
H: 3.459 3.439 -0.057  0.10
H: 2.883 -3.054 -0.554  0.09
O: 1.039 -1.887 -1.325  0.07
H: -2.592 -0.603 -1.529  0.12
H: -0.436 -0.520 -2.647  0.13
N: 3.655 -1.303 0.198  -0.06
H: -6.553 -0.791 0.658  0.08
C: 2.612 -0.507 -0.213  -0.07
C: -3.201 -0.069 1.093  -0.14
N: 2.127 1.836 -0.033  0.01
C: 1.401 -0.797 -0.919  -0.36
C: -5.561 -0.999 1.049  -0.02
H: -5.312 -2.037 0.832  0.09
N: 0.636 0.354 -1.111  0.08
C: 3.770 -2.720 -0.017  0.00
H: 3.838 -3.245 0.938  0.10
C: 0.943 1.652 -0.717  -0.43
H: -2.944 -1.076 1.429  0.12
H: 4.659 -2.944 -0.608  0.10
C: 2.939 0.773 0.208  -0.23
H: -2.409 1.471 -0.179  0.12
H: -0.938 1.139 -2.198  0.13
O: -4.777 0.514 -0.618  0.09
H: -1.208 0.700 0.861  0.11
H: -5.548 -0.865 2.127  0.08
O: 0.208 2.584 -0.962  0.08
H: 1.728 3.850 0.117  0.09
C: -4.539 -0.109 0.383  -0.46
C: 4.520 -0.483 0.822  -0.13
H: 5.440 -0.823 1.253  0.13

Force components x, y, z for each atom (eV/Å):
-0.08 0.65 0.08
-0.18 -0.20 -0.04
-0.04 -0.05 -0.03
0.16 0.26 0.03
-0.08 -0.09 0.10
0.01 0.05 -0.02
0.02 0.30 0.07
-0.40 -0.22 -0.23
-0.01 0.04 0.03
0.11 0.01 0.06
-0.08 -0.12 -0.07
-0.02 -0.06 -0.03
-0.01 0.14 0.07
0.00 0.45 0.10
-0.04 0.01 -0.01
0.03 0.85 0.17
0.37 0.38 -0.41
-0.10 0.09 -0.03
0.36 -0.03 0.16
-0.23 0.17 -0.26
0.06 -0.12 0.03
-0.18 -0.10 -0.15
0.15 -0.68 -0.06
-0.03 0.02 -0.06
0.25 0.24 0.13
-0.06 -0.04 0.11
-0.07 0.00 0.01
0.03 -1.42 -0.25
0.05 0.04 0.06
0.08 -0.16 0.01
0.00 0.15 -0.22
0.00 0.06 0.01
0.03 -0.04 0.13
-0.25 0.19 -0.07
0.12 -0.07 0.05
-0.02 -0.35 0.53
-0.13 -0.14 -0.10
0.19 -0.21 0.06

Values from the calculation:
Kohn-Sham gap (eV): 9.100
Net charge: 0
E_LUMO (eV): 0.65
HOMO energy (eV): -8.45
Energy (eV): -25877.801
Largest force on an atom (eV Å⁻¹): 1.437
ΔE to the lowest compared entry with this formula, charge and spin (eV): 0.079

***

Entry 3:
# C2H29O13

13 unconnected molecules or ions with the total composition C2H29O13 at a distorted geometry (ωB97M-V/def2-TZVPD, the Open Molecules 2025 dataset).

Each line ends with the Löwdin charge.
Cartesian coordinates (Å):
H: -2.070 -3.035 0.657  -0.03
O: -2.381 0.816 -2.543  -0.03
O: -1.856 -1.289 3.092  -0.03
H: -1.601 0.305 -2.757  0.00
O: 1.789 4.038 1.675  -0.03
H: -0.594 -2.892 -2.825  0.08
H: 1.605 3.292 1.105  -0.03
H: 0.758 -3.409 0.584  -0.02
H: -0.220 0.074 2.852  -0.02
H: 0.321 4.957 -1.161  0.04
H: -0.793 2.645 0.518  -0.03
H: -2.146 2.738 -0.153  0.04
H: -0.094 -1.382 -0.533  0.07
H: 2.912 1.933 -0.169  -0.01
O: -1.113 -2.091 -2.756  -0.03
H: -0.159 0.865 -1.178  0.14
H: -2.738 -0.918 3.139  0.07
H: 2.200 -3.247 0.152  -0.04
H: 1.486 0.452 -1.129  0.12
H: -1.772 -3.076 2.141  -0.01
O: 3.037 -2.094 -0.873  -0.02
C: 0.202 -0.594 0.161  -0.08
H: 0.265 3.462 -0.931  -0.03
H: -1.464 -1.957 -3.637  0.07
H: 0.716 1.042 2.159  -0.02
H: -2.929 0.756 -3.326  0.05
C: 0.637 0.635 -0.470  -0.29
O: -1.655 3.052 0.605  -0.03
H: 3.976 -1.921 -0.940  0.07
H: -2.026 -1.840 -1.244  -0.03
H: 0.862 -1.006 0.924  0.10
O: -1.596 -3.536 1.320  -0.06
H: 3.780 0.823 -0.724  0.01
H: -1.639 -1.507 3.998  0.07
O: 3.826 1.680 -0.298  -0.02
H: 2.649 -1.594 -1.591  0.05
O: 1.600 -3.865 0.568  -0.06
O: 0.848 1.817 0.274  -0.05
H: -2.840 -1.052 -0.240  0.05
O: 0.150 4.128 -1.608  -0.04
O: 0.504 0.679 3.019  -0.04
H: 0.927 4.331 1.973  0.04
H: -0.666 -0.276 0.737  0.08
O: -2.697 -1.939 -0.569  -0.05

Force components x, y, z for each atom (eV/Å):
-0.36 0.33 -0.39
0.07 0.09 0.37
0.16 0.06 -0.17
0.22 -0.19 -0.11
0.28 0.27 -0.03
0.22 -0.37 0.12
0.04 0.04 0.07
-0.55 -0.13 0.31
-0.39 -0.28 0.06
0.05 0.22 0.15
0.12 -0.16 0.32
-0.22 0.04 -0.35
0.18 0.31 -0.08
-0.17 0.25 0.02
0.34 0.34 -0.14
-0.33 0.87 -0.39
-0.30 0.17 0.00
0.22 0.09 -0.11
0.41 0.43 -0.21
0.05 0.22 0.16
0.15 0.45 -0.17
-1.15 -0.84 2.52
0.13 0.08 0.08
-0.26 -0.02 -0.24
0.06 0.27 -0.02
-0.25 0.10 -0.17
1.53 1.36 -1.14
-0.28 0.09 0.34
0.39 -0.09 0.10
0.10 -0.11 -0.57
0.39 0.01 -0.29
0.63 -0.80 0.22
0.07 -0.21 -0.03
0.17 -0.07 0.38
0.28 0.03 -0.02
-0.18 -0.01 -0.26
-0.10 -0.41 0.14
-0.43 -2.15 -0.91
-0.18 0.25 0.09
0.00 -0.12 -0.52
0.24 0.08 0.33
-0.26 0.07 0.19
-0.50 -0.61 0.05
-0.58 0.04 0.32

Values from the calculation:
Kohn-Sham gap (alpha / beta) (eV): 9.870 / 6.541
Net charge: 0
E_LUMO (alpha / beta) (eV): -0.68 / -4.01
HOMO energy (alpha / beta) (eV): -10.55 / -10.55
Spin multiplicity: 2
Energy (eV): -29159.430
Largest force on an atom (eV Å⁻¹): 2.894
ΔE to the lowest compared entry with this formula, charge and spin (eV): 0.000